No. 1
14
Properties=species:S:1:pos:R:3:forces:R:3 method="wB97M-V/def2-TZVPD" e_lumo_ev=0.0 largest_force_ha_per_bohr=0.1147 orbital_gap_ev=9.014 e_tot_ha=-965.4639
C -0.6191 -0.7399 1.2799 1.0 5.6 -1.4
C 0.0893 0.2735 -0.4817 -0.1 -1.5 2.9
C -0.7912 -0.2644 -1.5865 -0.6 -1.5 -0.5
O -0.2060 1.5820 -0.3594 -0.6 0.6 0.0
O 2.3354 0.5905 0.9150 -0.2 0.4 0.5
F -1.8116 0.5168 -1.8896 0.1 1.2 -0.4
F -0.1505 -0.5896 -2.7473 0.1 0.4 0.7
F -1.3885 -1.3665 -1.1502 0.1 -1.5 -0.2
S 1.8758 -0.1433 -0.5042 -0.7 -0.1 0.2
H -1.7136 -0.4421 1.3581 1.7 -0.7 -0.1
H -0.2399 -1.6729 1.5264 0.0 -2.2 -0.5
H 0.0762 -0.0699 1.8819 -1.6 -0.3 -0.3
H 0.4944 2.1313 -0.0141 0.6 -0.1 0.3
H 2.0495 0.1943 1.7716 0.1 -0.2 -1.2

No. 2
96
Properties=species:S:1:pos:R:3:forces:R:3 method="wB97M-V/def2-TZVPD" charge=+1 e_lumo_ev="-3.2 / -3.2" largest_force_ha_per_bohr=0.0816 spin_multiplicity=6 orbital_gap_ev="7.002 / 7.049" e_tot_ha=-6949.4493
Mn 1.5769 0.4762 0.1129 0.6 0.0 0.2
C -4.2803 1.9028 4.3457 0.5 1.1 -1.0
C -2.9376 1.5268 3.6704 0.2 -1.2 3.3
C -2.0718 0.6492 4.4032 0.5 0.6 -3.5
C -0.8255 0.2660 3.7726 -3.0 1.0 1.7
C -0.1413 -0.7345 4.4429 2.0 -1.8 1.5
N 0.9851 -1.2138 3.9874 -0.1 0.4 0.1
C 1.7391 -2.3822 4.3905 1.0 0.2 -1.1
C 2.0679 -3.1202 3.0765 1.2 -2.4 0.6
C 3.0146 -2.3806 2.1505 0.5 0.1 0.1
N 4.3523 -2.2420 2.8563 -0.8 -0.3 -0.4
C 5.4634 -1.7890 2.3562 1.7 1.8 0.1
C 5.7224 -0.9214 1.2418 -0.9 -0.9 0.5
C 7.0349 -1.0498 0.7490 -1.1 0.9 -3.9
C 7.2950 -0.6193 -0.5893 0.9 0.0 1.6
C 8.6426 -0.9241 -1.2006 -1.5 -0.7 0.0
C 6.3868 0.1640 -1.3078 -0.6 -0.9 2.4
C 5.1021 0.3585 -0.7849 -0.1 0.0 0.4
C 4.2017 1.0995 -1.6356 0.4 0.6 -0.4
N 2.9253 1.2396 -1.5227 1.0 0.5 -1.3
C 2.2707 1.8744 -2.7453 0.7 -0.2 0.8
C 0.7726 1.8663 -2.4546 0.6 0.6 -0.6
C 0.4465 2.9068 -1.3536 -2.0 -2.3 0.1
N 0.1632 2.1015 -0.1531 1.4 -0.1 0.6
C -0.7666 2.4118 0.6386 -1.6 0.4 0.7
C -1.1411 1.7803 1.9290 -2.1 0.8 -0.3
C -2.4330 2.0983 2.5322 1.8 -0.4 -1.5
C -0.3805 0.8009 2.5326 1.3 -1.0 0.4
O 0.7375 0.3180 2.0716 0.0 0.8 -0.7
C 4.7023 -0.1354 0.5326 0.9 0.2 -0.2
O 3.6213 0.2086 1.1000 -0.2 -0.3 -0.5
H -4.6631 2.8224 3.8772 0.0 -0.3 0.1
H -4.2021 2.1302 5.4006 0.6 0.1 0.3
H -5.0711 1.1757 4.3369 -0.1 -0.7 -0.6
H -2.4095 0.1215 5.2727 0.0 0.0 0.5
H -0.4326 -1.1514 5.4395 -0.3 0.4 -1.0
H 1.2706 -0.6958 3.1180 -0.2 -0.2 0.2
H 1.2087 -3.0008 5.0852 -0.5 -0.3 0.3
H 2.7141 -2.1008 4.8401 -0.7 0.2 0.1
H 1.1864 -3.4212 2.5038 0.0 0.2 0.2
H 2.6070 -4.1283 3.3095 -1.0 1.5 -0.1
H 2.6016 -1.3924 1.8291 0.9 -0.9 0.3
H 3.2101 -3.0210 1.2601 -0.3 0.6 0.5
H 4.4848 -2.7940 3.7007 -0.3 0.0 -0.3
H 6.4235 -2.0088 2.9188 -1.4 -0.2 -0.5
H 7.7796 -1.6523 1.2004 0.5 -0.4 0.8
H 9.2741 -1.1193 -0.3790 1.3 -0.3 0.6
H 9.0087 -0.1133 -1.7888 0.4 0.5 -0.4
H 8.5543 -1.8314 -1.8135 0.2 0.3 0.0
H 6.7881 0.6617 -2.1656 -0.4 0.1 -0.7
H 4.8466 1.5478 -2.4714 -1.6 -0.4 0.5
H 2.6192 1.3002 -3.6325 -0.7 0.3 0.5
H 2.6369 2.9259 -2.8881 -0.3 -0.8 0.2
H 0.4050 0.8446 -2.2433 0.2 0.5 0.2
H 0.2759 2.1413 -3.3535 -0.6 0.3 -0.9
H -0.4394 3.5214 -1.5809 0.4 0.0 -0.1
H 1.2989 3.4815 -1.1248 1.0 1.0 0.1
H -1.4534 3.2083 0.3261 0.1 0.1 0.2
H -3.0702 2.7732 2.0002 -0.2 0.5 -0.3
F -7.6963 3.3364 -3.9253 0.0 0.2 -0.2
C -6.5916 2.8220 -3.4171 -0.7 -0.4 0.0
C -6.3033 1.4928 -3.6640 0.1 -0.1 -0.8
F -6.9510 0.7668 -4.5583 -0.6 0.1 -0.1
C -5.2289 0.9480 -3.0531 2.8 -1.0 1.7
F -4.8432 -0.3238 -3.3585 -1.0 1.1 0.1
C -4.3968 1.6465 -2.1119 -1.0 -0.3 -1.7
P -2.8375 0.9457 -1.5235 0.7 0.3 -0.4
C -3.3962 -0.3658 -0.4590 0.5 -1.1 1.3
C -2.4670 -1.2308 0.1612 -1.1 -0.5 1.5
C -2.8750 -2.1472 1.1388 0.0 -0.3 -0.4
C -4.2438 -2.2697 1.4752 1.1 -1.6 0.5
C -5.1657 -1.4650 0.8934 0.2 1.5 -0.6
C -4.6844 -0.5040 -0.0454 -3.1 0.7 0.6
C -2.2204 -0.0377 -2.9497 -0.1 0.2 0.3
C -2.0612 0.5535 -4.1945 -0.7 1.3 -0.1
C -1.4890 -0.1342 -5.2243 0.2 0.9 -2.3
C -0.9875 -1.3659 -5.0145 1.2 -3.2 -0.2
C -1.0843 -1.9816 -3.7726 -0.3 -0.7 0.7
C -1.7827 -1.3412 -2.7364 1.1 0.2 -0.8
C -4.7486 2.9679 -1.8947 0.3 0.3 0.4
Br -3.9146 4.1813 -0.7187 0.4 -0.2 0.3
C -5.8284 3.5276 -2.5238 -1.9 1.1 0.3
F -6.3774 4.7151 -2.1307 0.9 -0.7 -0.4
H -1.4399 -1.2134 -0.0660 1.1 0.3 -0.2
H -2.1428 -2.8530 1.6018 -0.6 0.8 -0.5
H -4.5603 -3.0970 2.1361 0.2 0.7 -0.2
H -6.2047 -1.4841 1.2481 0.4 0.0 -0.6
H -5.4431 0.2367 -0.3900 0.6 -0.7 0.1
H -2.4486 1.5542 -4.4332 0.1 -0.3 0.5
H -1.3986 0.2254 -6.2792 -0.3 0.2 1.2
H -0.5514 -1.9975 -5.8305 -0.3 1.0 0.7
H -0.6701 -3.0059 -3.6274 -0.4 0.9 -0.1
H -1.8808 -1.7677 -1.7509 0.0 -0.4 -0.6
S 1.2719 -4.1655 -0.2779 -0.2 0.7 0.0
C 1.0545 -2.5407 -0.3667 0.1 -1.6 -0.3
N 0.8895 -1.3902 -0.4794 0.2 0.8 0.1

No. 3
30
Properties=species:S:1:pos:R:3:forces:R:3 method="wB97M-V/def2-TZVPD" e_lumo_ev=0.3 largest_force_ha_per_bohr=0.1311 orbital_gap_ev=7.629 e_tot_ha=-1659.4094
C 0.3852 0.3475 -0.7913 -0.1 -0.2 0.7
S -0.8710 -0.9834 -0.7330 0.3 0.7 -0.8
O -0.5149 -1.8628 0.4506 -0.2 2.4 -6.3
C -2.3100 0.1144 -0.3526 -0.8 -0.4 1.1
H 0.2809 1.0387 0.0450 -0.5 -0.4 -0.2
H 0.4489 0.9090 -1.7234 -1.6 -1.0 1.4
H 1.4324 0.0519 -0.7273 -0.2 -1.1 0.3
H -3.0389 -0.4269 0.2505 0.3 -0.8 0.1
H -2.9404 0.3654 -1.2057 0.8 0.2 -0.5
H -2.1358 0.9468 0.3293 0.6 0.3 -0.5
C 3.0592 3.8810 -1.4793 0.6 0.8 -0.5
S 1.3220 3.3510 -1.5707 1.5 -0.6 -0.6
O 1.1868 2.7437 -0.2375 -0.5 0.3 0.8
C 1.5908 1.9395 -2.8261 0.1 2.0 -0.1
H 3.4808 4.1462 -2.4489 -0.2 0.2 -0.1
H 3.8005 3.2503 -0.9885 -0.7 -1.0 -0.1
H 3.0962 4.7377 -0.8064 -0.5 0.4 -0.3
H 0.6817 1.3508 -2.9490 0.6 0.5 -0.6
H 2.4555 1.4188 -2.4148 -0.2 -0.3 -0.5
H 1.7439 2.4391 -3.7826 0.5 0.0 0.0
C -2.6532 -3.5050 2.4220 -0.3 -0.8 0.0
S -1.5893 -1.9619 2.2994 -1.4 0.9 4.0
O -1.6167 -1.1739 3.6359 0.1 -1.9 -1.8
C 0.0824 -2.7232 2.1244 1.5 -2.2 2.7
H -3.7282 -3.3869 2.5579 0.0 1.4 0.4
H -2.4357 -4.2441 3.1931 0.7 0.1 0.0
H -2.7184 -4.0045 1.4554 0.9 0.0 -0.3
H 0.8489 -1.9775 1.9133 -0.4 0.1 0.5
H 0.2202 -3.4983 1.3705 -0.7 0.2 -0.2
H 0.4364 -3.2832 2.9899 -0.6 0.3 1.0

No. 4
36
Properties=species:S:1:pos:R:3:forces:R:3 method="wB97M-V/def2-TZVPD" charge=+1 e_lumo_ev="-4.0 / -5.0" largest_force_ha_per_bohr=0.0292 spin_multiplicity=4 orbital_gap_ev="9.089 / 8.547" e_tot_ha=-1274.7016
Re -0.1480 0.6957 0.4722 -0.8 0.2 0.5
O 0.8848 -1.0560 -1.0924 0.0 -0.4 0.0
C 0.1243 -2.2663 -1.0210 -0.1 -0.2 0.1
C -0.2529 -2.5469 0.4182 0.2 0.1 -0.2
N -0.9903 -1.4000 0.9897 0.0 0.5 -0.3
C -2.4037 -1.3683 0.5642 -0.2 0.3 0.1
C -2.9775 0.0324 0.8234 -0.3 -0.8 -0.2
O -4.1506 0.2354 0.8627 0.2 0.2 0.0
O -2.0426 0.9672 0.9731 1.4 0.6 -0.1
C -0.9079 -1.4405 2.4690 0.4 0.2 0.3
C 0.4277 -0.8255 2.9176 -0.7 -0.8 0.1
O 1.0289 -1.1949 3.8754 0.1 0.2 -0.1
O 0.7951 0.1588 2.1011 0.3 0.9 -0.7
H 1.7836 -1.2142 -0.7754 0.1 0.0 -0.1
H 0.6786 -3.1098 -1.4335 0.0 0.1 0.0
H -0.7546 -2.1024 -1.6433 0.0 0.0 0.0
H 0.6609 -2.6759 1.0029 0.0 -0.1 0.0
H -0.8453 -3.4625 0.4905 0.0 0.0 0.1
H -3.0068 -2.1056 1.0953 0.0 0.0 0.0
H -2.4848 -1.5612 -0.5057 0.0 0.0 0.0
H -0.9977 -2.4544 2.8564 0.0 0.0 -0.1
H -1.6995 -0.8268 2.9015 -0.1 0.0 0.0
O -0.3797 2.0062 -3.5302 0.2 0.1 -0.2
C -0.0021 1.5616 -2.3754 0.1 -0.1 0.2
O -0.7978 1.1693 -1.5195 -0.1 0.1 0.2
C 1.4975 1.5133 -2.2151 0.0 0.0 -0.1
O 1.8945 1.1630 -0.9003 -0.1 0.0 0.4
C 2.5690 2.2125 -0.1790 -0.3 0.6 0.3
C 1.5255 3.2002 0.3903 1.3 -0.2 -0.4
O 1.8192 4.3360 0.6146 -0.4 -0.1 0.1
O 0.3586 2.6267 0.5809 -1.1 -0.8 0.2
H -1.3453 2.0321 -3.6296 -0.1 0.0 0.1
H 1.9176 2.4714 -2.5253 0.0 0.0 0.0
H 1.8570 0.7455 -2.9044 0.0 0.0 0.0
H 3.2805 2.7439 -0.8062 0.0 -0.1 -0.1
H 3.0835 1.7398 0.6573 0.0 -0.1 -0.1